1.
ClO6V3 as an isolated structure in a non-equilibrium geometry, computed with ωB97M-V/def2-TZVPD.

```
10
Properties=species:S:1:pos:R:3:lowdin_charge:R:1
O -1.397 -0.556 -1.803 -0.210
V -1.909 -0.222 -0.489 0.809
O -2.144 1.363 -0.455 -0.290
O 1.699 1.887 2.200 -0.263
V 0.834 1.873 0.722 0.874
O -0.014 3.304 0.703 -0.217
O 1.839 -3.181 -1.673 -0.154
V 0.888 -3.035 -0.317 1.360
O 0.599 -1.569 0.253 -0.534
Cl -0.397 0.138 0.857 0.625
```

Properties
Net charge: +2
E_LUMO (eV): -12.3
HOMO energy (eV): -18.37
Energy relative to the best compared isomer or geometry (same formula, charge and spin) (eV): 4.9908

2.
CrH14O7 as an isolated structure in a non-equilibrium geometry, computed with ωB97M-V/def2-TZVPD.

```
22
Properties=species:S:1:pos:R:3:mulliken_spin:R:1
Cr -0.030 0.046 -0.011 2.947
O 1.505 1.561 -0.296 0.029
H 2.407 1.582 0.079 0.002
H 1.378 2.439 -0.710 0.002
O -2.085 0.120 -0.525 -0.012
H -2.588 -0.382 -1.196 0.001
H -2.721 0.764 -0.149 0.002
O 1.793 -0.802 0.899 -0.009
H 1.983 -0.981 1.843 0.001
H 2.632 -0.978 0.424 0.002
O -0.951 -1.139 1.418 -0.015
H -0.571 -1.869 1.948 0.001
H -1.916 -1.173 1.569 0.002
O 0.084 -1.767 -0.999 0.000
H -0.426 -2.252 -1.678 0.002
H 0.643 -2.439 -0.560 0.001
O -0.347 1.408 1.567 0.007
H -0.795 1.363 2.436 -0.001
H 0.173 2.235 1.576 0.002
O -0.082 0.681 -2.156 0.033
H -0.640 0.318 -2.867 0.000
H 0.553 1.264 -2.612 0.003
```

Properties
Net charge: +3
E_LUMO (alpha / beta) (eV): -15.1 / -13.7
<S²>: 3.762
HOMO energy (alpha / beta) (eV): -24.48 / -24.43
Multiplicity: 4
Energy relative to the best compared isomer or geometry (same formula, charge and spin) (eV): 0.2770

3.
CuH12O6 as an isolated structure in a non-equilibrium geometry, computed with ωB97M-V/def2-TZVPD.

```
19
Properties=species:S:1:pos:R:3:lowdin_charge:R:1
Cu -0.350 -0.756 0.009 0.255
O 1.245 -0.353 -0.926 -0.012
H 1.782 -1.120 -0.930 0.092
H 0.982 -0.348 -1.867 0.134
O -0.163 -2.505 0.659 0.023
H 0.157 -3.246 0.172 0.087
H -0.912 -2.861 1.102 0.087
O -0.332 0.391 1.766 -0.014
H -0.726 1.192 1.368 0.030
H 0.539 0.668 2.022 0.066
O -1.356 2.198 0.046 -0.044
H -1.660 3.040 -0.330 0.088
H -1.249 1.889 -0.895 0.070
O 2.760 1.322 0.412 -0.033
H 3.607 0.915 0.161 0.059
H 2.167 0.825 -0.102 -0.068
O -1.917 -0.750 -0.901 -0.018
H -1.865 0.089 -1.404 0.087
H -2.702 -0.583 -0.370 0.111
```

Properties
Net charge: +1
E_LUMO (eV): -4.0
HOMO energy (eV): -12.43
Energy relative to the best compared isomer or geometry (same formula, charge and spin) (eV): 1.9973

4.
CuH12O6 as an isolated structure in a non-equilibrium geometry, computed with ωB97M-V/def2-TZVPD.

```
19
Properties=species:S:1:pos:R:3:mulliken_spin:R:1
Cu 14.115 10.066 15.273 0.908
O 14.873 10.334 17.260 0.040
H 14.494 10.366 18.138 0.001
H 15.815 10.250 17.408 0.000
O 12.432 11.545 15.364 0.002
H 11.975 12.200 14.836 0.000
H 11.981 11.560 16.208 0.000
O 13.717 9.785 12.853 0.019
H 13.877 10.070 11.953 0.003
H 13.267 8.945 12.762 -0.002
O 12.419 8.725 15.636 0.006
H 11.501 8.546 15.432 0.001
H 12.599 8.201 16.417 -0.001
O 15.280 8.095 15.312 0.007
H 15.912 7.918 16.009 0.000
H 15.060 7.231 14.962 0.000
O 15.182 12.068 15.151 0.016
H 14.688 12.872 14.988 0.000
H 15.994 12.364 15.562 0.000
```

Properties
Net charge: +2
E_LUMO (alpha / beta) (eV): -7.5 / -11.5
<S²>: 0.751
HOMO energy (alpha / beta) (eV): -19.94 / -19.92
Multiplicity: 2
Energy relative to the best compared isomer or geometry (same formula, charge and spin) (eV): 0.9135

5.
CuI as an isolated structure in a non-equilibrium geometry, computed with ωB97M-V/def2-TZVPD.

```
2
Properties=species:S:1:pos:R:3:mulliken_spin:R:1
Cu 0.018 -0.599 1.298 -0.004
I -0.018 0.599 -1.298 1.004
```

Properties
Net charge: +1
E_LUMO (alpha / beta) (eV): -6.6 / -8.6
<S²>: 0.753
HOMO energy (alpha / beta) (eV): -15.66 / -15.31
Multiplicity: 2
Energy relative to the best compared isomer or geometry (same formula, charge and spin) (eV): 0.2658

6.
F10KN5NaO20S10 as an isolated structure in a non-equilibrium geometry, computed with ωB97M-V/def2-TZVPD.

```
47
Properties=species:S:1:pos:R:3:lowdin_charge:R:1
Na 0.151 -1.185 0.201 0.314
K -0.589 -3.873 1.035 0.914
N 3.239 2.599 1.712 -0.281
S 1.763 2.946 1.914 0.440
O 1.108 2.249 2.989 -0.288
O 0.972 3.437 0.813 -0.281
F 2.088 4.394 2.582 -0.248
S 3.147 1.340 0.649 0.563
O 3.819 1.590 -0.593 -0.271
O 2.071 0.395 0.694 -0.280
F 4.285 0.560 1.516 -0.237
N -0.597 3.035 -2.458 -0.238
S -1.300 1.650 -2.565 0.453
O -0.901 0.621 -1.622 -0.315
O -1.837 1.236 -3.847 -0.301
F -2.651 2.097 -1.792 -0.220
S 0.852 2.451 -3.140 0.495
O 0.784 2.200 -4.541 -0.300
O 1.599 1.500 -2.370 -0.275
F 1.605 3.817 -3.036 -0.179
N 1.864 -2.716 0.497 -0.366
S 3.081 -3.058 1.361 0.422
O 4.226 -2.199 1.327 -0.241
O 3.328 -4.461 1.576 -0.299
F 2.256 -2.592 2.686 -0.215
S 2.773 -2.841 -0.996 0.578
O 3.402 -4.116 -1.230 -0.268
O 3.359 -1.616 -1.389 -0.199
F 1.479 -3.007 -1.914 -0.186
N -1.963 -2.418 -0.781 -0.339
S -3.433 -2.729 -0.528 0.396
O -3.735 -4.141 -0.783 -0.322
O -4.398 -1.764 -0.960 -0.242
F -3.364 -2.525 1.063 -0.207
S -2.057 -2.694 -2.525 0.596
O -2.972 -1.961 -3.355 -0.231
O -1.752 -4.013 -2.994 -0.280
F -0.688 -1.892 -2.774 -0.189
N -2.385 2.486 1.871 -0.247
S -2.455 2.990 3.320 0.456
O -1.482 2.574 4.317 -0.309
O -3.801 3.289 3.722 -0.318
F -1.812 4.447 3.008 -0.226
S -2.219 0.859 2.029 0.554
O -3.324 0.254 2.721 -0.296
O -0.935 0.211 2.097 -0.281
F -2.603 0.575 0.496 -0.205
```

Properties
Net charge: -3
E_LUMO (eV): 4.2
HOMO energy (eV): -2.18
Energy relative to the best compared isomer or geometry (same formula, charge and spin) (eV): 5.2903

7.
F10N5NaO20S10 as an isolated structure in a non-equilibrium geometry, computed with ωB97M-V/def2-TZVPD.

```
46
Properties=species:S:1:pos:R:3:mulliken_spin:R:1
Na -0.190 -0.938 -0.080 -0.008
N 0.658 -3.035 0.513 0.618
S 0.817 -3.537 2.004 -0.080
O 1.487 -2.571 2.817 0.304
O 1.088 -4.898 2.268 0.104
F -0.719 -3.321 2.462 -0.005
S 2.324 -3.109 -0.024 -0.027
O 3.101 -4.300 0.284 0.009
O 2.965 -1.786 0.024 0.075
F 2.051 -3.294 -1.597 0.002
N -2.205 -1.614 -1.199 0.006
S -2.312 -0.921 -2.744 -0.001
O -1.658 0.377 -2.839 0.001
O -3.482 -1.269 -3.562 0.000
F -1.284 -1.898 -3.461 0.000
S -3.674 -1.372 -0.757 -0.001
O -4.512 -2.577 -0.914 0.002
O -4.271 -0.080 -0.891 0.001
F -3.305 -1.419 0.824 0.000
N 1.062 1.808 4.006 0.000
S 1.890 0.875 2.835 0.000
O 1.079 0.395 1.733 -0.002
O 3.031 0.066 3.201 0.001
F 2.635 2.188 2.182 0.000
S 0.519 0.601 4.665 0.000
O 1.431 -0.007 5.595 0.000
O -0.458 -0.260 3.991 0.001
F -0.515 1.365 5.703 0.000
N 3.047 0.922 -3.553 0.000
S 1.524 1.017 -2.712 0.000
O 0.944 -0.182 -2.117 -0.002
O 0.591 2.108 -3.106 0.000
F 2.091 1.710 -1.416 0.000
S 2.289 0.712 -4.743 0.000
O 1.861 1.889 -5.499 0.000
O 1.717 -0.575 -5.002 0.000
F 3.506 0.359 -5.729 0.000
N -1.258 3.647 1.429 0.001
S -2.678 2.661 1.319 0.000
O -2.807 1.584 2.323 0.000
O -3.257 2.385 0.042 0.000
F -3.691 3.815 1.977 0.000
S -0.713 3.156 0.167 0.000
O -1.016 3.943 -1.020 0.001
O -0.468 1.743 -0.086 0.000
F 0.765 3.637 0.687 0.000
```

Properties
Net charge: -3
E_LUMO (alpha / beta) (eV): 4.9 / -0.2
<S²>: 0.761
HOMO energy (alpha / beta) (eV): -2.35 / -2.33
Multiplicity: 2

8.
F10N5NaO20S10 as an isolated structure in a non-equilibrium geometry, computed with ωB97M-V/def2-TZVPD.

```
46
Properties=species:S:1:pos:R:3:lowdin_charge:R:1
Na -0.850 0.357 -0.069 0.351
N -3.105 -0.178 0.338 -0.293
S -3.702 -0.448 1.791 0.453
O -2.923 -1.401 2.516 -0.277
O -5.115 -0.494 1.964 -0.305
F -3.244 0.932 2.461 -0.186
S -3.429 -1.674 -0.446 0.563
O -4.741 -2.245 -0.286 -0.306
O -2.271 -2.527 -0.463 -0.263
F -3.477 -1.129 -1.940 -0.186
N -1.128 2.621 -0.887 -0.281
S -0.377 2.817 -2.374 0.547
O 0.779 1.992 -2.529 -0.244
O -0.475 4.129 -2.982 -0.314
F -1.492 2.081 -3.238 -0.191
S -0.667 3.960 -0.191 0.472
O -1.684 4.996 -0.246 -0.328
O 0.708 4.335 -0.225 -0.277
F -0.840 3.392 1.308 -0.201
N 1.396 -1.968 3.814 -0.259
S 0.414 -2.429 2.520 0.547
O 0.147 -1.398 1.559 -0.266
O -0.589 -3.433 2.708 -0.272
F 1.592 -3.279 1.810 -0.215
S 0.290 -1.283 4.608 0.414
O -0.515 -2.189 5.385 -0.328
O -0.345 -0.096 4.089 -0.282
F 1.218 -0.594 5.780 -0.257
N 0.423 -2.609 -3.970 -0.239
S 0.829 -1.309 -2.923 0.559
O -0.233 -0.608 -2.248 -0.277
O 2.050 -0.591 -3.223 -0.255
F 1.378 -2.227 -1.759 -0.173
S 0.357 -1.680 -5.135 0.387
O 1.591 -1.388 -5.840 -0.327
O -0.764 -0.778 -5.225 -0.296
F -0.271 -2.719 -6.264 -0.292
N 3.793 0.422 1.710 -0.266
S 3.106 1.966 1.834 0.566
O 2.060 2.103 2.820 -0.278
O 2.993 2.774 0.668 -0.279
F 4.391 2.611 2.640 -0.266
S 3.270 0.102 0.321 0.435
O 4.137 0.433 -0.783 -0.292
O 1.856 0.154 0.026 -0.288
F 3.463 -1.504 0.576 -0.232
```

Properties
Net charge: -4
E_LUMO (eV): 7.1
HOMO energy (eV): -0.29
Energy relative to the best compared isomer or geometry (same formula, charge and spin) (eV): 0.0000

no.,E (Ha)
1,-3742.65153
2,-1578.45737
3,-2098.83349
4,-2098.48325
5,-1937.83225
6,-7521.40481
7,-6921.16688
8,-6921.33471